Below is 14 unconnected molecules or ions with the total composition C44H126N18O14, with properties calculated with ωB97M-V/def2-TZVPD.

```
202
Properties=species:S:1:pos:R:3:lowdin_charge:R:1
C 8.660 -19.932 -15.189 -0.813
O 7.817 -20.383 -14.517 0.063
N 9.950 -19.899 -14.787 0.167
N 8.416 -19.422 -16.359 0.181
H 10.532 -19.794 -15.605 0.052
H 10.289 -20.273 -13.912 0.112
H 9.241 -19.051 -16.809 0.046
H 7.480 -19.165 -16.638 0.103
C 9.343 -14.765 -25.032 -0.783
O 10.137 -14.569 -24.147 0.051
N 9.203 -15.931 -25.655 0.181
N 8.676 -13.863 -25.672 0.176
H 9.654 -16.729 -25.232 0.084
H 8.359 -16.050 -26.197 0.099
H 8.708 -12.893 -25.394 0.120
H 8.034 -14.189 -26.380 0.113
C 3.880 -21.203 -21.267 -0.731
O 3.417 -20.900 -20.187 0.032
N 3.783 -22.319 -21.859 0.175
N 4.550 -20.368 -22.114 0.153
H 3.271 -23.026 -21.352 0.130
H 4.311 -22.567 -22.683 0.098
H 4.931 -20.774 -22.957 0.018
H 5.031 -19.667 -21.569 0.044
C 10.591 -13.985 -17.474 -0.791
O 11.639 -13.421 -17.248 0.040
N 9.939 -13.989 -18.588 0.203
N 9.921 -14.609 -16.523 0.173
H 9.364 -14.819 -18.606 0.109
H 10.421 -13.424 -19.273 0.103
H 10.441 -14.684 -15.661 0.121
H 8.912 -14.585 -16.557 0.057
C 5.815 -9.730 -21.466 -0.074
C 6.866 -10.480 -22.210 -0.463
C 6.254 -11.801 -22.730 -0.199
O 6.299 -12.847 -21.758 -0.200
C 7.489 -13.675 -21.874 -0.090
N 7.384 -9.649 -23.274 0.064
H 6.264 -8.745 -21.338 0.086
H 5.721 -10.044 -20.426 0.070
H 4.847 -9.706 -21.965 0.088
H 7.486 -10.782 -21.365 0.132
H 6.841 -12.010 -23.624 0.090
H 5.271 -11.761 -23.198 0.128
H 7.388 -14.421 -21.085 0.048
H 8.419 -13.181 -21.590 0.082
H 7.689 -14.212 -22.801 0.069
H 6.557 -9.313 -23.745 0.077
H 7.786 -10.314 -23.920 0.054
C 2.865 -18.644 -17.526 -0.080
C 1.491 -19.240 -17.697 -0.401
C 0.647 -18.636 -18.857 -0.114
O 0.307 -17.275 -18.439 -0.234
C -0.865 -16.704 -18.793 -0.171
N 1.746 -20.649 -17.990 0.017
H 3.447 -19.116 -16.734 0.083
H 2.701 -17.589 -17.308 0.060
H 3.538 -18.600 -18.383 0.063
H 0.910 -19.227 -16.774 0.138
H -0.275 -19.187 -19.043 0.120
H 1.144 -18.561 -19.824 0.120
H -0.891 -15.615 -18.839 0.090
H -1.563 -17.175 -18.102 0.092
H -1.210 -17.035 -19.773 0.082
H 2.476 -21.008 -17.391 0.064
H 2.255 -20.643 -18.862 -0.003
C 11.880 -8.706 -17.770 -0.070
C 12.578 -9.819 -18.617 -0.403
C 11.677 -10.368 -19.778 -0.193
O 12.254 -11.608 -20.268 -0.168
C 11.554 -11.964 -21.446 -0.116
N 13.797 -9.207 -19.192 0.024
H 10.979 -9.052 -17.262 0.068
H 11.718 -7.755 -18.277 0.071
H 12.533 -8.560 -16.910 0.070
H 12.917 -10.544 -17.876 0.133
H 11.584 -9.470 -20.388 0.120
H 10.691 -10.506 -19.335 0.113
H 12.182 -11.767 -22.315 0.090
H 10.616 -11.424 -21.579 0.076
H 11.381 -13.041 -21.439 0.067
H 13.428 -8.650 -19.949 0.056
H 14.370 -9.935 -19.594 0.064
C 1.640 -15.072 -21.351 -0.040
C 2.975 -15.705 -20.996 -0.392
C 4.179 -15.133 -21.773 -0.179
O 4.111 -15.639 -23.103 -0.191
C 5.274 -15.390 -23.935 -0.075
N 3.025 -15.522 -19.551 0.033
H 0.783 -15.351 -20.738 0.068
H 1.448 -15.275 -22.404 0.080
H 1.820 -13.997 -21.352 0.085
H 2.870 -16.780 -21.148 0.126
H 5.212 -15.219 -21.433 0.094
H 4.102 -14.054 -21.912 0.111
H 4.996 -15.595 -24.969 0.086
H 6.109 -16.038 -23.669 0.065
H 5.502 -14.324 -23.913 0.072
H 3.747 -16.086 -19.126 0.051
H 2.227 -15.846 -19.024 0.066
C 10.625 -23.100 -21.954 -0.077
C 11.356 -22.035 -21.176 -0.391
C 12.871 -21.754 -21.669 -0.123
O 13.418 -20.511 -21.062 -0.222
C 14.668 -20.156 -21.709 -0.088
N 10.556 -20.879 -21.492 0.043
H 9.536 -23.048 -21.918 0.077
H 10.786 -24.077 -21.500 0.077
H 10.901 -23.129 -23.008 0.066
H 11.339 -22.130 -20.090 0.131
H 12.847 -21.601 -22.748 0.106
H 13.451 -22.641 -21.417 0.120
H 15.385 -20.977 -21.713 0.083
H 15.233 -19.391 -21.175 0.090
H 14.468 -19.872 -22.742 0.055
H 11.077 -20.111 -21.094 0.050
H 10.731 -20.627 -22.455 0.031
C 12.237 -20.184 -17.695 -0.028
C 11.674 -18.686 -17.701 -0.344
C 12.603 -17.667 -18.524 -0.170
O 13.610 -17.140 -17.669 -0.161
C 14.222 -16.028 -18.224 -0.133
N 10.407 -18.626 -18.398 0.035
H 13.246 -20.176 -17.282 0.077
H 12.379 -20.504 -18.727 0.039
H 11.703 -20.981 -17.177 0.066
H 11.676 -18.230 -16.711 0.122
H 11.938 -16.885 -18.892 0.096
H 12.976 -18.057 -19.471 0.118
H 15.188 -15.811 -17.766 0.085
H 13.706 -15.090 -18.019 0.080
H 14.462 -16.126 -19.282 0.083
H 10.388 -19.376 -19.074 0.067
H 10.360 -17.820 -19.004 0.029
C 14.422 -15.627 -23.876 -0.097
C 14.467 -16.460 -25.087 -0.410
C 13.642 -17.803 -24.763 -0.162
O 12.256 -17.525 -24.548 -0.209
C 11.417 -18.641 -24.327 -0.093
N 13.790 -15.673 -26.146 0.054
H 14.903 -16.033 -22.986 0.078
H 13.386 -15.567 -23.543 0.074
H 14.824 -14.634 -24.073 0.083
H 15.486 -16.733 -25.361 0.136
H 13.986 -18.381 -23.906 0.091
H 13.862 -18.320 -25.698 0.112
H 10.444 -18.195 -24.120 0.071
H 11.804 -19.230 -23.495 0.073
H 11.371 -19.320 -25.179 0.086
H 13.938 -16.275 -26.944 0.060
H 12.801 -15.774 -25.969 0.058
C 6.070 -19.395 -25.654 -0.060
C 6.548 -20.704 -25.115 -0.375
C 7.508 -20.535 -23.889 -0.132
O 8.852 -20.215 -24.415 -0.219
C 9.505 -21.463 -24.879 -0.085
N 5.321 -21.374 -24.652 0.001
H 6.747 -18.906 -26.355 0.077
H 5.883 -18.623 -24.909 0.079
H 5.182 -19.518 -26.274 0.083
H 6.942 -21.394 -25.862 0.136
H 7.672 -21.464 -23.342 0.109
H 7.215 -19.766 -23.175 0.099
H 9.294 -22.308 -24.223 0.060
H 10.562 -21.366 -24.631 0.062
H 9.312 -21.796 -25.899 0.088
H 5.047 -22.161 -25.223 0.091
H 4.530 -20.852 -25.002 0.075
C 6.666 -12.176 -18.095 -0.043
C 5.942 -13.457 -18.471 -0.442
C 5.808 -14.454 -17.332 -0.140
O 7.081 -15.007 -16.960 -0.243
C 6.972 -15.826 -15.842 -0.125
N 4.655 -13.143 -19.037 0.065
H 7.686 -12.430 -17.807 0.059
H 6.323 -11.754 -17.151 0.084
H 6.765 -11.436 -18.889 0.062
H 6.566 -13.780 -19.304 0.100
H 5.363 -15.381 -17.694 0.102
H 5.255 -14.047 -16.486 0.139
H 6.320 -16.697 -15.916 0.088
H 6.581 -15.319 -14.960 0.095
H 8.016 -16.109 -15.706 0.082
H 4.848 -12.619 -19.878 0.051
H 4.148 -13.978 -19.295 0.007
C 7.199 -17.696 -19.100 -0.050
C 7.153 -17.361 -20.573 -0.440
C 8.539 -17.691 -21.163 -0.157
O 9.663 -17.021 -20.576 -0.214
C 10.185 -15.864 -21.310 -0.053
N 6.053 -17.991 -21.229 0.073
H 7.412 -18.754 -18.945 0.085
H 6.255 -17.371 -18.663 0.067
H 7.979 -17.148 -18.571 0.069
H 6.945 -16.292 -20.558 0.101
H 8.392 -17.214 -22.132 0.106
H 8.611 -18.762 -21.352 0.117
H 11.065 -15.511 -20.774 0.081
H 9.427 -15.096 -21.462 0.049
H 10.571 -16.072 -22.308 0.066
H 6.024 -17.577 -22.150 0.062
H 5.144 -17.861 -20.808 0.080
```

Summary:
- spin multiplicity = 1
- frontier orbital gap (eV) = 8.104
- total energy (eV) = -103150.32422
- ΔE to the lowest compared entry with this formula, charge and spin (kJ/mol) = 549.9
- net charge = 0